Below is an isolated ion of composition CH3NO3P and charge -1, with properties calculated with wB97M-V/def2-TZVPD.

Geometry as XYZ:
```
9
Properties=species:S:1:pos:R:3:forces:R:3
C 0.5160 1.0852 -0.5722 0.0 0.4 2.0
N -0.9827 -0.7466 1.7096 -1.6 6.6 -0.4
O 0.1235 -1.3063 -1.9884 -0.1 0.3 -1.1
O -1.0170 -1.5473 2.6035 0.3 -3.8 2.6
O -0.5834 -1.2642 0.4750 0.6 -1.0 -5.5
P -0.6373 -0.3445 -1.1553 1.4 -1.2 5.1
H 0.7031 1.0211 0.5389 -0.8 -0.6 -0.9
H 0.3890 2.1603 -0.6631 -1.1 0.1 -0.7
H 1.4888 0.9423 -0.9480 1.2 -0.7 -1.0
```
Forces are in eV/Å.

- ΔE to the lowest compared entry with this formula, charge and spin: 363.0 kJ/mol
- E_tot: -661.6016 Ha
- Charge: -1
- Multiplicity: 3